# 1
Computed, not measured: a single C2H2Cl2O molecule at a distorted geometry, with ωB97M-V/def2-TZVPD.

Each atom is followed by the atoms it is bonded to, with distances in Å.
Geometry (Å):
1 C -0.7657 -0.4770 -0.2127  C2 1.569, Cl4 1.819, Cl5 1.876, H6 1.026
2 C 0.7380 -0.6557 0.1995  C1 1.569, O3 1.203, H7 1.158
3 O 1.6365 0.1440 0.2373  C2 1.203
4 Cl -1.6317 0.9385 0.5324  C1 1.819
5 Cl -0.7279 -0.0074 -2.0289  C1 1.876
6 H -1.3805 -1.2977 -0.1825  C1 1.026
7 H 1.0169 -1.7686 0.3544  C2 1.158

The energy above the lowest of the compared OMol25 structures with the same formula, charge and spin comes out at 20.5 kcal per mole. For the HOMO energy, the calculation gives -10.761 eV. Its spin multiplicity is 1. The structure (SMILES) is O=CC(Cl)Cl.

=====

# 2
Computed, not measured: 2 unconnected molecules or ions with the total composition C2H2Cl2O2 at a distorted geometry, with ωB97M-V/def2-TZVPD.

Each atom is followed by the atoms it is bonded to, with distances in Å.
Geometry (Å):
1 C 1.4052 -0.5970 0.3999  O4 1.175, Cl5 1.820, H7 1.019
2 C -2.1967 0.1754 -0.0314  O3 1.228, Cl6 1.808
3 O -1.7212 1.2823 -0.2702  C2 1.228, H8 0.961
4 O 2.0117 -1.5852 0.2076  C1 1.175
5 Cl 1.5988 0.8359 -0.7055  C1 1.820
6 Cl -1.1051 -1.2527 -0.2216  C2 1.808
7 H 0.7997 -0.2177 1.1265  C1 1.019
8 H -0.7924 1.3590 -0.5053  O3 0.961

The energy above the lowest of the compared OMol25 structures with the same formula, charge and spin comes out at 86.0 kcal per mole. For the HOMO energy, the calculation gives -9.549 eV. Its spin multiplicity is 1.

=====

# 3
Computed, not measured: a single C2H2Cl2O3 molecule at a distorted geometry, with ωB97M-V/def2-TZVPD.

Each atom is followed by the atoms it is bonded to, with distances in Å.
Geometry (Å):
1 C 0.5606 0.7738 -0.9809  C2 1.828, O3 1.200, Cl6 1.642
2 C -0.2217 -0.2360 0.3272  C1 1.828, O4 1.336, O5 1.375, Cl7 1.821
3 O 1.7600 0.7543 -0.9623  C1 1.200
4 O 0.5861 -0.2017 1.3906  C2 1.336, H8 0.957
5 O -1.4943 0.1633 0.6629  C2 1.375, H9 0.982
6 Cl -0.5200 1.1935 -2.1444  C1 1.642
7 Cl -0.2738 -1.8750 -0.4653  C2 1.821
8 H 1.4356 0.0523 1.0312  O4 0.957
9 H -1.8326 -0.6245 1.1412  O5 0.982

The energy above the lowest of the compared OMol25 structures with the same formula, charge and spin comes out at 22.7 kcal per mole. For the HOMO energy, the calculation gives -10.425 eV. Its spin multiplicity is 1. The structure (SMILES) is O=C(Cl)C(O)(O)Cl.

=====

# 4
Computed, not measured: a single C2H2Cl2OS molecule at a distorted geometry, with ωB97M-V/def2-TZVPD.

Each atom is followed by the atoms it is bonded to, with distances in Å.
Geometry (Å):
1 C -0.5978 0.4758 0.0581  C2 1.328, O3 1.321, Cl5 1.774
2 C -0.1454 0.6341 -1.1807  C1 1.328, S4 2.146, Cl6 1.659
3 O -1.4427 1.2326 0.7351  C1 1.321, H7 1.053
4 S 1.0783 -0.7934 -2.2148  C2 2.146, H8 1.462
5 Cl 0.0647 -0.8871 0.9803  C1 1.774
6 Cl -0.4310 1.9139 -2.1968  C2 1.659
7 H -1.3171 1.3061 1.7780  O3 1.053
8 H 2.3085 -0.4392 -1.5093  S4 1.462

The energy above the lowest of the compared OMol25 structures with the same formula, charge and spin comes out at 48.8 kcal per mole. For the HOMO energy, the calculation gives -9.152 eV. Its spin multiplicity is 1. The structure (SMILES) is O/C(Cl)=C(/S)Cl.

=====

# 5
Computed, not measured: 2 unconnected molecules or ions with the total composition C2H2Cl2OS at a distorted geometry, with ωB97M-V/def2-TZVPD.

Each atom is followed by the atoms it is bonded to, with distances in Å.
Geometry (Å):
1 C 0.0897 -0.7652 0.0365  C2 1.292, H7 1.018
2 C -0.4558 0.3765 -0.2229  C1 1.292, Cl5 1.755, H8 1.109
3 O 3.4693 -1.4083 0.5169  S4 1.426
4 S 2.8906 -0.5782 -0.4874  O3 1.426, Cl6 2.130
5 Cl -2.1863 0.6569 -0.1392  C2 1.755
6 Cl 3.0467 1.4960 -0.0303  S4 2.130
7 H -0.3961 -1.6428 0.2129  C1 1.018
8 H -0.0257 1.3766 -0.4315  C2 1.109

The energy above the lowest of the compared OMol25 structures with the same formula, charge and spin comes out at 87.1 kcal per mole. For the HOMO energy (spin up / spin down), the calculation gives -10.050 / -9.555 eV. Its spin multiplicity is 1.

=====

# 6
Computed, not measured: 2 unconnected molecules or ions with the total composition C2H2Cl2P at a distorted geometry, with ωB97M-V/def2-TZVPD.

Each atom is followed by the atoms it is bonded to, with distances in Å.
Geometry (Å):
1 C 1.4203 -0.5373 0.6365  C2 1.200, H6 1.042
2 C 1.2799 0.4170 -0.0776  C1 1.200, H7 1.056
3 P -1.3669 0.0336 -1.2196  Cl4 1.985, Cl5 2.385
4 Cl -1.5791 -1.5961 -0.1062  P3 1.985
5 Cl -2.2414 1.7835 0.1449  P3 2.385
6 H 1.5029 -1.3243 1.3142  C1 1.042
7 H 0.9842 1.2235 -0.6921  C2 1.056

The energy above the lowest of the compared OMol25 structures with the same formula, charge and spin comes out at 36.2 kcal per mole. The charge is +1. For the HOMO energy, the calculation gives -15.702 eV. Its spin multiplicity is 1.